# 1
# C4H5N3

C4H5N3 in the gas phase (ωB97M-V/def2-TZVPD, the Open Molecules 2025 dataset).

As for the spin multiplicity: 1. The structure (SMILES) is Nc1ncccn1. As for the energy: -319.706357 a.u. Its energy above the lowest of the compared OMol25 structures with the same formula, charge and spin is 0.1593 eV.

Structure (XYZ):
```
12
Properties=species:S:1:pos:R:3:forces:R:3
N -0.3221 -2.2539 -0.0156 0.02 -0.15 -0.15
C -0.0671 -0.9322 -0.1533 0.00 -0.02 0.00
N -1.0301 -0.1748 -0.7050 0.21 0.10 0.19
C -0.9113 1.1314 -0.4907 0.00 0.00 0.08
C 0.1403 1.6753 0.2418 0.00 -0.15 -0.02
C 1.1943 0.8080 0.4983 -0.01 0.02 0.12
N 1.1224 -0.5015 0.2964 -0.23 0.18 0.01
H 0.4164 -2.8528 0.3122 -0.10 0.05 -0.11
H -1.1472 -2.6385 -0.4419 0.11 0.02 0.02
H -1.6786 1.7595 -0.9459 0.09 -0.10 0.23
H 0.1585 2.6875 0.6148 0.04 0.16 -0.42
H 2.1423 1.1914 0.8729 -0.14 -0.11 0.06
```
Positions in Å, forces in eV/Å.

Results of the Mulliken charge analysis, in e, for atoms 1 through 4: N -0.38; C 0.58; N -0.61; C -0.06


# 2
# C4H5N3

A 2-piece molecular cluster, C4H5N3 overall at a distorted geometry (ωB97M-V/def2-TZVPD, the Open Molecules 2025 dataset).

As for the spin multiplicity: 1. As for the energy: -319.602959 a.u. Its energy above the lowest of the compared OMol25 structures with the same formula, charge and spin is 2.9729 eV.

Structure (XYZ):
```
12
Properties=species:S:1:pos:R:3:forces:R:3
C 1.4399 1.3149 1.1116 0.16 0.10 -0.07
N 0.1394 -0.4510 -1.1935 -0.38 -0.20 -0.06
C -1.0604 -0.7340 -0.8905 0.28 0.11 0.01
C -1.8873 -1.6716 -1.6342 -0.54 -0.69 -0.58
N -2.5283 -2.4206 -2.2401 0.60 0.73 0.59
C -0.5395 0.1205 2.2901 0.91 0.56 -0.48
N 0.3620 0.6602 1.7706 -0.91 -0.52 0.54
H 1.1737 1.4636 0.0643 0.06 0.01 0.19
H 2.3310 0.6849 1.1581 -0.12 0.09 0.02
H 1.6395 2.2707 1.6005 -0.02 -0.13 -0.06
H 0.4486 -0.9670 -2.0201 -0.06 0.04 0.05
H -1.5187 -0.2705 -0.0167 0.02 -0.09 -0.15
```
Positions in Å, forces in eV/Å.

Results of the Mulliken charge analysis, in e, for atoms 1 through 4: C -0.62; N -0.44; C 0.20; C -0.01


# 3
# C4H5N3O

A 2-piece molecular cluster, C4H5N3O overall at a distorted geometry (ωB97M-V/def2-TZVPD, the Open Molecules 2025 dataset).

As for the spin multiplicity: 1. As for the energy: -394.655402 a.u. Its energy above the lowest of the compared OMol25 structures with the same formula, charge and spin is 8.4942 eV.

Structure (XYZ):
```
13
Properties=species:S:1:pos:R:3:forces:R:3
C -0.5970 -0.0159 0.0231 7.22 0.03 0.33
C -1.8656 0.5561 -0.2398 -5.62 -1.01 -0.09
C 0.7824 0.5257 0.2134 -4.02 -0.71 -1.55
C 1.8518 -0.5827 0.1229 7.60 -0.64 -3.30
H -1.6583 -1.6531 0.2360 1.71 0.24 -0.82
H 0.0385 -1.7237 1.2763 -2.08 0.34 -4.47
H -2.0263 1.6410 -0.8570 0.19 -3.06 2.10
H 1.3222 2.3104 -0.8334 -0.46 -0.80 1.48
H 1.4071 2.6247 0.9027 -1.55 -2.79 -2.62
N -0.6741 -1.4033 -0.1062 1.34 -1.91 6.08
N 0.9051 1.9925 0.0841 2.15 0.87 1.32
N 2.9568 -1.0870 -0.2771 -8.95 3.63 3.52
O -2.8034 -0.3267 0.0816 2.47 5.81 -1.97
```
Positions in Å, forces in eV/Å.

Results of the Mulliken charge analysis, in e, for atoms 1 through 4: C 0.41; C 0.06; C 0.08; C 0.19


# 4
# C4H5N3O

C4H5N3O as an isolated structure at a distorted geometry (ωB97M-V/def2-TZVPD, the Open Molecules 2025 dataset).

As for the spin multiplicity: 1. As for the energy: -394.630409 a.u. Its energy above the lowest of the compared OMol25 structures with the same formula, charge and spin is 9.1743 eV.

Structure (XYZ):
```
13
Properties=species:S:1:pos:R:3:forces:R:3
C -0.9478 -0.3919 0.3268 -10.58 1.27 1.45
C -0.7577 1.0573 -0.2429 1.51 1.87 1.38
C 0.7729 0.5562 0.3106 -1.33 1.23 -3.80
C 0.3177 -0.7909 0.1169 7.70 -0.80 -0.06
H -3.0669 0.1013 -0.0903 3.20 -5.24 -0.38
H -1.0481 -0.2614 1.4334 -0.56 -0.43 -0.77
H -1.1346 2.0871 0.1691 0.28 -2.39 0.33
H -1.0785 1.2022 -1.3187 1.51 -0.97 0.76
H 3.3961 -0.9818 -0.3132 -2.46 1.60 0.62
N 2.0766 0.6642 0.0283 -1.07 0.00 0.14
N 2.3993 -0.5610 -0.1706 1.84 -4.97 -0.09
N 1.3468 -1.6088 -0.0698 0.49 2.89 -0.69
O -2.2757 -1.0724 -0.1796 -0.52 5.94 1.11
```
Positions in Å, forces in eV/Å.

Results of the Mulliken charge analysis, in e, for atoms 1 through 4: C 0.59; C -0.79; C 0.28; C 0.15


Question: What is the formula in the first record?
Answer: C4H5N3


Question: Which value of energy does entry 2 give?
Answer: -319.602959 a.u.


Copy entry 1 word for word.
# C4H5N3

C4H5N3 in the gas phase (ωB97M-V/def2-TZVPD, the Open Molecules 2025 dataset).

As for the spin multiplicity: 1. The structure (SMILES) is Nc1ncccn1. As for the energy: -319.706357 a.u. Its energy above the lowest of the compared OMol25 structures with the same formula, charge and spin is 0.1593 eV.

Structure (XYZ):
```
12
Properties=species:S:1:pos:R:3:forces:R:3
N -0.3221 -2.2539 -0.0156 0.02 -0.15 -0.15
C -0.0671 -0.9322 -0.1533 0.00 -0.02 0.00
N -1.0301 -0.1748 -0.7050 0.21 0.10 0.19
C -0.9113 1.1314 -0.4907 0.00 0.00 0.08
C 0.1403 1.6753 0.2418 0.00 -0.15 -0.02
C 1.1943 0.8080 0.4983 -0.01 0.02 0.12
N 1.1224 -0.5015 0.2964 -0.23 0.18 0.01
H 0.4164 -2.8528 0.3122 -0.10 0.05 -0.11
H -1.1472 -2.6385 -0.4419 0.11 0.02 0.02
H -1.6786 1.7595 -0.9459 0.09 -0.10 0.23
H 0.1585 2.6875 0.6148 0.04 0.16 -0.42
H 2.1423 1.1914 0.8729 -0.14 -0.11 0.06
```
Positions in Å, forces in eV/Å.

Results of the Mulliken charge analysis, in e, for atoms 1 through 4: N -0.38; C 0.58; N -0.61; C -0.06


Question: Which of these has the highest energy?
Answer: number 2